{"formula": "C71H148ClF6N11O17S2", "method": "ωB97M-V with the def2-TZVPD basis set", "elements": ["C", "C", "O", "N", "H", "H", "C", "H", "H", "H", "H", "H", "H", "C", "C", "O", "N", "H", "H", "C", "H", "H", "H", "H", "H", "H", "C", "C", "O", "N", "H", "H", "C", "H", "H", "H", "H", "H", "H", "C", "C", "O", "N", "H", "H", "C", "H", "H", "H", "H", "H", "H", "C", "C", "O", "N", "H", "H", "C", "H", "H", "H", "H", "H", "H", "C", "C", "C", "C", "C", "C", "N", "O", "C", "C", "C", "H", "H", "H", "H", "H", "H", "H", "H", "H", "H", "H", "H", "H", "H", "H", "H", "H", "H", "C", "C", "C", "C", "C", "C", "N", "O", "C", "C", "C", "H", "H", "H", "H", "H", "H", "H", "H", "H", "H", "H", "H", "H", "H", "H", "H", "H", "H", "C", "C", "C", "C", "C", "C", "N", "O", "C", "C", "C", "H", "H", "H", "H", "H", "H", "H", "H", "H", "H", "H", "H", "H", "H", "H", "H", "H", "H", "C", "C", "C", "C", "C", "C", "N", "O", "C", "C", "C", "H", "H", "H", "H", "H", "H", "H", "H", "H", "H", "H", "H", "H", "H", "H", "H", "H", "H", "C", "C", "C", "C", "C", "C", "N", "O", "C", "C", "C", "H", "H", "H", "H", "H", "H", "H", "H", "H", "H", "H", "H", "H", "H", "H", "H", "H", "H", "C", "C", "C", "C", "C", "C", "N", "O", "C", "C", "C", "H", "H", "H", "H", "H", "H", "H", "H", "H", "H", "H", "H", "H", "H", "H", "H", "H", "H", "Cl", "C", "F", "F", "F", "S", "O", "O", "O", "C", "F", "F", "F", "S", "O", "O", "O"], "xyz": [[3.84, 1.96, -3.23], [2.52, 2.25, -3.80], [1.72, 3.16, -3.46], [2.03, 1.23, -4.85], [2.21, 0.27, -4.59], [1.02, 1.29, -4.90], [2.62, 1.73, -6.20], [4.08, 2.66, -2.43], [4.59, 2.19, -3.99], [3.89, 0.98, -2.77], [2.03, 1.23, -6.98], [3.66, 1.41, -6.17], [2.58, 2.80, -6.38], [-2.56, 5.09, 3.96], [-2.04, 3.72, 4.24], [-1.05, 3.23, 3.63], [-2.88, 2.79, 5.04], [-3.87, 2.95, 4.96], [-2.89, 1.87, 4.63], [-2.47, 2.72, 6.51], [-2.17, 5.40, 2.98], [-2.26, 5.80, 4.73], [-3.62, 5.15, 3.75], [-1.78, 3.51, 6.83], [-1.99, 1.75, 6.58], [-3.45, 2.70, 6.98], [1.20, 6.20, -0.92], [0.14, 6.04, 0.11], [-0.77, 5.27, -0.09], [0.11, 7.14, 1.08], [0.47, 8.02, 0.74], [-0.88, 7.29, 1.23], [0.78, 6.82, 2.37], [1.12, 5.34, -1.59], [2.21, 6.28, -0.50], [0.94, 7.03, -1.58], [0.24, 5.96, 2.78], [0.72, 7.61, 3.12], [1.85, 6.62, 2.34], [-2.72, 6.59, -5.77], [-2.70, 5.08, -5.55], [-3.49, 4.27, -6.15], [-1.52, 4.49, -4.82], [-1.63, 3.50, -5.01], [-0.71, 4.74, -5.37], [-1.39, 4.80, -3.27], [-3.53, 6.91, -6.42], [-1.80, 6.94, -6.25], [-2.75, 7.11, -4.81], [-1.59, 5.87, -3.37], [-0.37, 4.62, -2.93], [-2.17, 4.33, -2.67], [1.48, 1.87, 5.24], [1.18, 2.19, 6.66], [0.34, 1.59, 7.34], [1.83, 3.46, 7.20], [1.47, 4.25, 6.68], [1.42, 3.51, 8.12], [3.38, 3.50, 7.28], [1.37, 2.72, 4.57], [0.94, 0.98, 4.92], [2.54, 1.66, 5.11], [3.86, 2.80, 7.96], [3.57, 4.53, 7.57], [3.80, 3.30, 6.29], [0.81, -1.33, -7.21], [-0.03, -2.53, -7.69], [0.80, -3.87, -7.61], [1.05, -4.30, -6.17], [-0.29, -4.68, -5.55], [-1.51, -3.60, -5.71], [-1.29, -2.64, -6.87], [-2.25, -1.64, -7.02], [-1.38, -2.78, -4.38], [-2.96, -4.36, -5.98], [-0.41, -2.42, -9.16], [1.77, -1.36, -7.73], [1.03, -1.29, -6.14], [0.42, -0.34, -7.44], [1.72, -3.83, -8.19], [0.36, -4.68, -8.19], [1.53, -3.48, -5.64], [1.76, -5.10, -5.99], [0.03, -4.98, -4.55], [-0.54, -5.69, -5.90], [-2.08, -1.94, -4.46], [-0.36, -2.42, -4.29], [-1.71, -3.33, -3.50], [-3.15, -4.80, -5.00], [-2.94, -5.14, -6.74], [-3.79, -3.66, -6.05], [-1.22, -3.13, -9.28], [0.43, -2.70, -9.81], [-0.73, -1.42, -9.45], [9.64, 0.27, 5.73], [8.62, 0.71, 4.63], [9.51, 1.33, 3.48], [9.13, 0.88, 2.06], [7.60, 0.61, 2.04], [7.16, -0.60, 2.91], [7.95, -0.60, 4.22], [7.60, -1.58, 5.18], [7.42, -1.92, 2.21], [5.59, -0.44, 3.29], [7.56, 1.74, 5.14], [10.31, 1.07, 6.07], [10.22, -0.61, 5.47], [9.13, 0.10, 6.68], [10.57, 1.11, 3.62], [9.47, 2.41, 3.51], [9.63, -0.06, 1.83], [9.49, 1.60, 1.33], [7.19, 0.42, 1.05], [7.20, 1.55, 2.42], [8.34, -1.97, 1.63], [6.69, -2.04, 1.42], [7.23, -2.80, 2.82], [5.25, -1.29, 3.88], [4.93, -0.50, 2.42], [5.40, 0.50, 3.82], [8.12, 2.51, 5.68], [6.86, 1.21, 5.78], [6.90, 2.22, 4.41], [2.39, -4.57, -1.11], [2.94, -5.26, 0.13], [2.22, -6.65, 0.11], [2.75, -7.70, 1.09], [4.27, -7.97, 0.82], [5.15, -6.61, 0.78], [4.39, -5.62, -0.09], [5.21, -4.65, -0.76], [6.54, -6.89, 0.16], [5.33, -6.18, 2.21], [2.82, -4.42, 1.36], [1.37, -4.19, -1.03], [2.48, -5.22, -1.98], [2.82, -3.60, -1.37], [2.23, -7.11, -0.87], [1.18, -6.46, 0.36], [2.24, -8.60, 0.74], [2.46, -7.55, 2.13], [4.49, -8.54, -0.08], [4.60, -8.69, 1.57], [7.20, -6.05, -0.01], [6.48, -7.36, -0.82], [7.12, -7.57, 0.79], [4.41, -6.36, 2.78], [5.74, -5.17, 2.31], [6.10, -6.68, 2.80], [3.50, -3.57, 1.43], [2.98, -4.95, 2.29], [1.84, -3.97, 1.52], [-9.15, 2.48, -2.34], [-8.06, 3.54, -2.14], [-7.78, 3.71, -0.59], [-6.80, 2.81, 0.07], [-5.50, 2.73, -0.72], [-5.72, 2.32, -2.21], [-6.80, 3.16, -2.81], [-6.65, 3.39, -4.21], [-6.07, 0.86, -2.29], [-4.32, 2.49, -2.96], [-8.56, 4.94, -2.68], [-9.34, 2.31, -3.41], [-10.10, 2.86, -1.98], [-8.81, 1.65, -1.72], [-8.67, 3.68, 0.03], [-7.27, 4.67, -0.51], [-7.17, 1.79, -0.05], [-6.70, 3.09, 1.12], [-4.88, 1.99, -0.21], [-4.94, 3.66, -0.60], [-7.03, 0.66, -1.81], [-5.34, 0.24, -1.76], [-6.12, 0.56, -3.33], [-4.39, 2.35, -4.04], [-3.65, 1.67, -2.69], [-3.89, 3.44, -2.65], [-8.92, 4.88, -3.71], [-7.82, 5.74, -2.66], [-9.41, 5.26, -2.08], [1.79, -0.23, 2.36], [1.25, -0.04, 0.91], [0.55, -1.37, 0.43], [-0.46, -1.25, -0.75], [-1.51, -0.17, -0.43], [-0.99, 1.22, -0.07], [0.14, 1.06, 0.96], [0.58, 2.37, 1.37], [-2.18, 2.05, 0.53], [-0.43, 1.93, -1.31], [2.31, 0.44, -0.14], [2.63, -0.93, 2.38], [1.11, -0.66, 3.09], [2.03, 0.70, 2.88], [0.10, -1.91, 1.28], [1.40, -1.95, 0.08], [-0.91, -2.18, -1.10], [0.15, -0.89, -1.57], [-2.13, -0.64, 0.34], [-2.18, -0.05, -1.29], [-2.58, 1.43, 1.32], [-2.74, 2.35, -0.36], [-1.91, 3.03, 0.92], [-1.24, 2.24, -1.98], [0.21, 1.31, -1.93], [-0.11, 2.94, -1.03], [2.65, 1.48, -0.15], [1.96, 0.11, -1.11], [3.15, -0.25, -0.19], [-7.08, -0.58, 4.18], [-6.23, -1.78, 3.89], [-7.12, -3.05, 3.78], [-6.41, -4.26, 3.21], [-5.96, -3.97, 1.72], [-5.07, -2.69, 1.56], [-5.64, -1.53, 2.44], [-5.30, -0.26, 2.11], [-5.08, -2.21, 0.08], [-3.62, -3.07, 2.04], [-5.08, -1.88, 4.98], [-6.46, 0.30, 4.35], [-7.68, -0.75, 5.07], [-7.96, -0.52, 3.53], [-8.04, -2.81, 3.24], [-7.55, -3.30, 4.74], [-7.11, -5.10, 3.17], [-5.63, -4.46, 3.94], [-6.90, -3.72, 1.24], [-5.50, -4.79, 1.18], [-4.28, -1.50, -0.13], [-6.02, -1.80, -0.27], [-4.78, -3.01, -0.60], [-3.22, -3.71, 1.25], [-3.64, -3.59, 2.99], [-3.00, -2.20, 2.24], [-4.55, -0.93, 4.96], [-4.38, -2.70, 4.79], [-5.45, -2.04, 5.99], [-1.72, -0.17, 3.85], [-2.26, -5.71, -0.62], [-3.44, -5.95, -0.02], [-2.21, -4.46, -1.11], [-1.24, -5.83, 0.25], [-2.00, -7.12, -1.99], [-2.12, -8.41, -1.25], [-3.07, -6.89, -2.98], [-0.67, -6.89, -2.49], [5.74, 3.87, 0.76], [6.41, 4.60, -0.14], [5.80, 2.55, 0.44], [6.39, 4.00, 1.97], [3.92, 4.43, 0.98], [3.28, 4.06, -0.28], [3.46, 3.67, 2.16], [3.91, 5.85, 1.28]], "gap_ev": 1.132, "fmax_ev_per_a": 9.6, "charge": 8}